Entry 1:
Here is a cluster of 23 separate species, C32H54Cl44NO3 in total from the OMol25 dataset. Energies are from the ωB97M-V functional and the def2-TZVPD basis.

XYZ file:
```
134
Properties=species:S:1:pos:R:3:forces:R:3:mulliken_charge:R:1
O 2.34047 -0.10779 1.87092 0.1628 0.2631 -0.5047 -0.861
C 1.24668 -0.13156 1.24418 0.5084 -0.7542 1.3158 0.458
O 0.37831 -1.02692 1.41954 -0.4018 0.1344 -0.4420 -0.691
C 0.94236 0.99577 0.25302 -0.2928 -0.4008 0.0453 -0.281
C -0.50869 1.48160 0.43442 1.0725 0.1133 0.1833 0.166
C -0.61949 2.96054 0.68236 -0.1597 0.2221 0.3487 0.247
O 0.31036 3.73592 0.65518 0.1961 0.1515 -0.2949 -0.671
N -1.89639 3.48038 1.03500 -0.5181 -0.9001 -1.2426 -0.028
C -3.02648 2.59423 0.78255 0.7792 0.3300 0.1519 -0.680
C -3.57953 2.55721 -0.49300 -0.4087 -1.0672 1.5544 -0.850
C -4.65924 1.68678 -0.68958 0.7545 0.6561 -0.0924 -0.591
C -5.10169 0.89854 0.36097 -0.5541 -0.2287 -0.1297 0.082
C -4.53971 0.95058 1.62892 0.3545 0.2460 -0.2034 -0.772
C -3.47711 1.81288 1.83710 -0.1060 0.1031 -0.2402 -0.116
H 1.03865 0.53492 -0.73250 0.0515 0.1151 -0.0860 -0.020
H 1.68188 1.78477 0.32983 -0.0514 0.1108 0.1052 0.234
H -1.07547 1.18666 -0.44633 -0.4918 0.1276 0.2021 -0.041
H -0.90414 0.98776 1.32146 -0.3611 -0.2383 -0.2026 0.255
H -2.03929 4.29292 0.44026 0.3242 0.4697 0.5446 0.287
H -3.14555 3.20167 -1.23507 -0.1048 -0.0233 -0.2683 1.205
H -5.11372 1.64255 -1.67976 0.3516 -0.0511 0.6880 0.384
H -5.93760 0.22957 0.19681 -0.0105 -0.0463 -0.0117 0.103
H -4.92560 0.33790 2.42976 0.0012 -0.0674 -0.0193 0.609
H -2.96669 1.91478 2.78525 -0.0791 -0.0714 0.1046 0.570
C 3.96978 -2.95023 1.28233 -0.2054 0.2926 -0.0493 0.677
Cl 4.03726 -3.67227 2.89649 0.0315 0.1150 0.0781 -0.229
Cl 3.51754 -4.15571 0.05555 0.0650 -0.0006 -0.0612 -0.154
H 3.22784 -2.15470 1.29294 -0.1434 0.0632 0.1290 -0.538
H 4.94507 -2.54980 1.03114 0.0563 -0.1359 0.0142 0.247
C -1.87172 0.63452 -4.01132 -0.0226 0.0557 -0.2776 -0.565
Cl -3.06772 1.55801 -3.08567 0.4862 -0.5528 -0.9246 -0.077
Cl -0.37603 0.38591 -3.10917 -0.0566 -0.1707 -0.0842 -0.068
H -2.28915 -0.33635 -4.25121 -0.0565 0.0059 0.0905 0.391
H -1.64623 1.18122 -4.92130 0.0790 0.0374 0.0534 0.253
C 0.21821 5.11565 -2.13264 0.1785 0.0232 0.0458 0.142
Cl -1.12513 6.27316 -2.26822 0.0130 0.0493 0.0428 -0.216
Cl -0.16239 3.59294 -2.93564 0.0176 0.1185 0.3156 0.029
H 1.09853 5.54431 -2.59919 -0.0983 0.0357 -0.1414 0.358
H 0.40466 4.91569 -1.08163 -0.1361 -0.0400 0.0031 -0.180
C -6.80505 1.04059 5.21440 0.0167 0.0778 0.0861 -0.348
Cl -6.98583 -0.45801 4.28926 -0.0323 -0.0136 0.0863 -0.132
Cl -6.49731 2.42661 4.16642 -0.0316 0.0253 0.0588 -0.104
H -7.72063 1.21779 5.76598 -0.0380 -0.0176 -0.0652 0.308
H -5.97038 0.92705 5.89601 0.0517 -0.0188 -0.0683 0.285
C 7.48860 -5.10751 2.38299 -0.0423 0.2087 -0.0232 0.462
Cl 8.56251 -3.79890 1.85059 -0.0191 0.0203 -0.0169 -0.154
Cl 7.92655 -5.69516 3.99264 -0.0223 0.0210 -0.0050 -0.145
H 6.47160 -4.73208 2.41144 0.0330 0.0697 0.1118 -0.283
H 7.56389 -5.92634 1.68265 0.1590 0.2625 0.0495 0.107
C 5.23733 -8.41683 2.09444 -0.2337 -0.0468 0.1024 -0.033
Cl 4.42776 -6.90271 2.48437 -0.0322 -0.1337 -0.0514 -0.036
Cl 6.94887 -8.14400 1.70993 -0.0433 -0.7211 -0.1581 -0.215
H 5.17390 -9.08356 2.94683 0.1222 0.0549 0.0480 0.269
H 4.75628 -8.86374 1.23287 0.0551 0.0971 -0.0780 0.045
C -8.57919 1.19676 -3.10360 -0.1243 -0.2233 0.1294 -0.190
Cl -9.88195 2.21517 -2.46467 -0.0060 0.0065 -0.0579 -0.188
Cl -7.21319 1.09903 -1.98848 -0.7988 0.0456 -0.4434 0.035
H -8.94932 0.18261 -3.24038 -0.1091 0.6108 0.1656 -0.045
H -8.24189 1.61649 -4.04461 0.0374 0.0637 0.0569 0.357
C 1.64418 4.82794 -6.35222 0.0702 -0.0663 0.0414 -0.251
Cl 0.16290 3.85884 -6.40042 0.0351 0.2119 -0.1168 -0.032
Cl 2.60158 4.50507 -4.90279 0.0966 0.0296 -0.0506 -0.148
H 2.24289 4.58801 -7.22373 0.0070 -0.1013 0.0379 0.310
H 1.37453 5.87368 -6.35985 -0.0412 0.0001 0.0936 0.101
C 0.55660 0.40841 5.25781 0.0985 -0.1084 -0.1171 -0.127
Cl 1.14796 0.56737 6.92785 -0.0449 -0.0585 -0.0969 -0.202
Cl 0.08939 1.96987 4.57984 -0.0959 0.0710 -0.0900 -0.112
H 1.33901 -0.00998 4.63534 0.1124 0.0604 -0.0671 0.155
H -0.31094 -0.23976 5.25606 -0.0434 0.0608 0.0757 0.233
C 0.98268 5.70636 5.77887 0.0900 0.0726 -0.0994 0.557
Cl -0.41383 6.64558 6.33482 -0.0418 0.0524 -0.0535 -0.190
Cl 2.18836 5.50956 7.05838 -0.0173 -0.0544 -0.0458 -0.185
H 0.62844 4.73635 5.45349 0.0149 -0.1298 0.1732 -0.127
H 1.42953 6.22250 4.93290 -0.0264 -0.0242 0.5474 -0.045
C 9.10655 -10.23485 4.11897 -0.0069 0.0681 -0.0060 0.141
Cl 8.02279 -11.42478 4.85350 -0.0431 0.0326 0.0101 -0.165
Cl 10.62314 -10.97076 3.58301 0.0156 0.0364 -0.0083 -0.165
H 8.60831 -9.80105 3.26183 -0.0092 -0.0439 -0.0468 -0.060
H 9.33143 -9.47032 4.85270 0.0286 -0.0563 0.0443 0.259
C 1.80042 -7.28256 -1.13521 0.0096 0.1821 0.0511 0.015
Cl 2.76194 -8.72535 -0.76530 0.0296 0.0020 -0.0024 -0.189
Cl 0.17408 -7.71189 -1.67426 0.1136 0.0759 -0.1676 -0.162
H 1.72877 -6.67055 -0.24283 -0.0282 -0.0910 0.0558 0.047
H 2.29578 -6.73500 -1.92781 0.0108 -0.0663 -0.0352 0.279
C 9.83056 -0.68083 0.90680 -0.1387 -0.0547 0.0097 -0.187
Cl 8.43055 -0.33199 -0.10825 0.0001 -0.0382 0.0356 -0.134
Cl 11.19707 0.38029 0.52098 0.1047 -0.0536 0.0752 -0.198
H 9.55637 -0.53333 1.94455 -0.0026 0.1021 -0.0184 0.325
H 10.13593 -1.70708 0.74245 0.0533 0.0344 -0.1013 0.177
C -7.69302 -3.17289 -3.20839 0.1374 -0.0488 0.0933 -0.339
Cl -6.83487 -2.62311 -1.77260 0.0262 -0.1219 -0.0274 -0.075
Cl -8.43483 -1.81020 -4.07221 0.0525 -0.6306 -0.3053 -0.183
H -6.98550 -3.65878 -3.86965 0.0049 0.0930 -0.0577 0.308
H -8.47468 -3.86476 -2.91844 -0.0610 0.0951 0.0467 0.286
C -6.26980 5.61545 -0.62031 0.0525 0.1082 -0.0327 -0.429
Cl -4.65531 5.09161 -0.12491 -0.4995 0.8401 0.0586 0.000
Cl -7.53162 4.80593 0.31558 -0.0378 0.0044 -0.0199 -0.151
H -6.35717 6.68528 -0.47079 0.0003 -0.0174 0.0807 0.334
H -6.40391 5.36930 -1.66748 0.0061 -0.0932 0.0266 0.241
C 11.48789 3.43190 -1.72570 -0.0439 -0.0367 0.0180 0.148
Cl 10.65918 4.93857 -1.31983 -0.0315 -0.0219 0.0004 -0.155
Cl 13.19309 3.70526 -2.11656 0.0164 -0.0515 -0.0177 -0.164
H 11.43138 2.76373 -0.87579 0.0118 0.0649 0.0299 -0.085
H 11.00189 2.98909 -2.58651 0.0223 0.0592 -0.0388 0.266
C -0.84875 -3.88267 3.00484 0.2738 0.1044 -0.1899 0.177
Cl 0.09457 -5.33137 3.41644 -0.0258 0.0903 -0.0213 -0.181
Cl -2.48238 -4.31492 2.46684 -0.0815 0.0863 0.0253 -0.179
H -0.92854 -3.25488 3.88286 -0.0480 -0.0795 0.0499 0.149
H -0.34457 -3.34160 2.20769 -0.0210 0.0424 0.0063 0.041
C -1.13408 7.47467 -7.37664 -0.0754 0.0011 0.0495 -0.300
Cl 0.15145 6.99409 -8.49860 -0.0923 0.0974 -0.1364 -0.150
Cl -0.53669 7.65374 -5.72428 -0.0842 0.0249 -0.0072 -0.104
H -1.53895 8.42453 -7.70445 0.0903 0.0308 -0.0101 0.334
H -1.90358 6.71157 -7.38668 0.0933 -0.0894 0.0306 0.254
C 0.36617 7.66104 2.14390 0.0171 0.0488 0.0453 -0.363
Cl 1.24701 6.21404 2.64621 0.0344 0.0752 -0.5372 -0.156
Cl -1.22742 7.26961 1.48994 -0.0223 0.0451 -0.0043 -0.100
H 0.23806 8.30602 3.00593 -0.0615 -0.0611 0.0316 0.308
H 0.94182 8.16680 1.37757 -0.0105 -0.0773 -0.0525 0.295
C -2.80357 -7.34443 0.37144 0.0579 0.0336 0.0258 0.174
Cl -1.86092 -8.78034 0.78257 -0.0867 -0.0313 0.1543 -0.157
Cl -4.43396 -7.77253 -0.17817 -0.0244 0.0576 -0.0282 -0.195
H -2.88475 -6.71555 1.24806 -0.0293 -0.0672 0.0562 -0.019
H -2.29663 -6.81089 -0.42416 -0.0039 -0.0728 -0.0488 0.188
C 2.14900 1.04149 -8.39119 0.0396 0.0554 -0.0236 -0.320
Cl 0.46634 0.80434 -7.91253 -0.0745 -0.2149 -0.1262 -0.122
Cl 3.21733 1.18345 -6.99240 0.0236 0.0407 -0.0278 -0.129
H 2.46309 0.19365 -8.98807 -0.0154 -0.0494 0.0680 0.332
H 2.21527 1.95517 -8.97069 -0.0363 0.0334 0.0530 0.233
C -9.74135 -2.52686 2.07281 0.0760 -0.0300 0.0987 -0.404
Cl -11.21998 -2.20903 1.15170 -0.0323 -0.0312 0.0243 -0.169
Cl -8.33845 -1.72843 1.36595 -0.0126 -0.0141 -0.0325 0.009
H -9.87668 -2.15842 3.08325 -0.0283 0.0833 -0.0372 0.259
H -9.56394 -3.59572 2.08317 -0.0141 -0.0001 -0.0858 0.311
```
Positions in Å, forces in eV/Å.

The net charge is -1. For the orbital gap, the calculation gives 6.76 eV. For the total energy, the calculation gives -592682.037 eV. The molar mass is 2060.72 Da. As for the highest occupied orbital energy: -5.3 eV.

***

Entry 2:
Here is a cluster of 8 separate species, C32H54ClN7O5 in total from the OMol25 dataset. Energies are from the ωB97M-V functional and the def2-TZVPD basis.

XYZ file:
```
99
Properties=species:S:1:pos:R:3:forces:R:3:mulliken_charge:R:1
C 13.02453 29.72767 -18.36565 -0.2028 -0.9210 -0.5917 -1.287
C 12.56642 28.89672 -19.61663 -1.5470 0.1511 2.4582 -0.596
N 12.37364 27.33018 -19.44108 2.3100 0.8427 0.3535 0.118
C 13.86161 26.80356 -19.36083 -1.5505 -0.4404 0.1258 -1.039
C 11.63209 26.93012 -18.07484 -0.4267 2.3286 -1.7735 -0.421
C 10.21335 27.64175 -17.96168 1.2632 -1.3992 0.2379 -1.159
C 11.63448 26.83875 -20.71736 0.6745 1.1555 0.8665 -0.730
C 11.92694 25.42058 -21.09466 -0.9637 0.3249 0.2217 -0.720
O 11.58882 24.62683 -19.99373 -0.0499 -0.7594 1.2946 -0.231
C 11.77701 23.21892 -20.19592 0.7221 0.2959 -0.8654 -0.847
H 12.88251 30.77338 -18.63845 0.4814 0.0120 -0.3117 0.430
H 14.05958 29.51085 -18.10151 -0.1063 0.2864 0.1922 0.339
H 12.35208 29.64480 -17.51180 0.1587 -0.5022 0.0868 0.286
H 13.22752 29.18712 -20.43315 -0.3869 -0.7884 -0.3126 0.546
H 11.53120 29.23019 -19.68891 0.1311 0.0830 -1.0980 0.455
H 14.37487 27.02041 -20.29766 -0.1741 -0.0723 0.0521 0.440
H 13.80962 25.73729 -19.14073 0.0056 -0.0098 -0.3797 0.342
H 14.40027 27.23808 -18.51872 -0.4067 0.4240 -0.1160 0.397
H 12.24802 27.39660 -17.30600 0.2135 -0.4622 -0.0503 0.444
H 11.64792 25.84024 -18.07237 -0.2439 0.2821 0.1003 0.456
H 10.23943 28.72396 -18.08917 0.1723 -0.1584 -0.1794 0.283
H 9.94910 27.46479 -16.91911 -0.3069 -0.0071 -0.0127 0.418
H 9.45464 27.18237 -18.59527 0.0887 0.1218 0.0236 0.369
H 11.97161 27.48372 -21.52883 0.0975 0.0311 0.0133 0.414
H 10.58450 27.07846 -20.54951 0.0268 -0.3208 0.0805 0.421
H 12.95895 25.35899 -21.44001 0.1034 -0.5355 0.0107 0.475
H 11.22612 25.22832 -21.90706 0.2691 -0.2529 -0.5067 0.459
H 10.99508 22.82997 -20.84814 0.1619 -0.0096 -0.2611 0.286
H 11.81389 22.57090 -19.32024 -0.3444 0.8583 0.5671 0.283
H 12.77702 23.14743 -20.62366 -0.0780 -0.5608 -0.4846 0.356
Cl 15.50447 27.11977 -25.95839 2.4931 -1.1535 0.2089 1.530
O 14.78524 25.85103 -26.06249 -0.4109 1.1482 -0.7763 -0.629
O 16.66538 26.79039 -25.09111 -0.2091 0.6444 -1.6391 -0.652
O 15.87744 27.68048 -27.30885 -0.6753 -1.3509 2.6558 -0.622
O 14.78036 28.10315 -25.21010 -1.3519 0.7265 -0.1978 -0.625
C 6.72068 32.93312 -14.32899 -0.6756 -1.4411 0.7428 -1.169
C 6.98218 34.16662 -15.09017 0.0109 0.3163 -0.8968 -0.337
C 5.85533 34.52100 -16.10349 0.3104 0.4985 0.2951 -0.280
C 4.49560 34.57112 -15.54103 -1.3347 0.1970 0.5103 0.213
N 3.39254 34.60212 -15.17721 1.6752 -0.0756 -0.4151 -0.429
H 7.44874 32.85471 -13.52160 -0.0370 -0.3887 -0.0415 0.310
H 6.77951 32.08463 -15.01068 0.3576 -0.2641 0.1238 0.286
H 5.72128 32.81853 -13.90927 -0.0693 0.4847 0.2534 0.364
H 7.89923 33.90837 -15.61972 0.0201 0.5847 -0.5332 0.257
H 7.26619 34.97845 -14.42056 -0.5081 0.3165 -0.1805 0.323
H 5.76545 33.84588 -16.95451 0.4003 -0.3433 0.1247 0.171
H 6.08019 35.49149 -16.54584 -0.1529 0.1192 0.0134 0.291
C 15.15148 19.55253 -13.09379 -1.1156 1.2382 -1.1888 -1.050
C 13.86036 20.47131 -12.88170 -0.4109 -1.0207 -0.0484 -0.552
C 14.00405 21.99562 -12.96976 1.3376 -0.5142 1.2517 -0.437
C 14.55493 22.28507 -14.27357 1.0019 1.5977 -3.3732 0.296
N 15.02324 22.51760 -15.32699 -1.3000 -0.7214 2.8531 -0.446
H 15.02131 18.50596 -12.81837 -0.0197 0.3513 0.8110 0.336
H 16.06943 20.03946 -12.76462 -0.1296 -0.3069 0.6765 0.307
H 15.33024 19.44364 -14.16350 -0.1497 0.3121 -0.2770 0.326
H 13.28954 20.20726 -11.99146 0.4840 0.0600 0.4145 0.358
H 13.10451 20.29894 -13.64791 0.2156 -0.6754 -0.3501 0.292
H 14.72892 22.36653 -12.24513 0.4309 -0.1343 0.0919 0.245
H 13.12411 22.54513 -12.63534 -0.3716 -0.1635 -0.8730 0.326
N 4.19401 20.54356 -18.22104 -0.1424 -0.1280 0.6831 0.005
C 4.11329 21.00824 -16.93880 0.0539 0.5030 0.4035 -0.574
C 5.39504 21.35481 -16.55274 -0.8549 1.4206 0.8292 -0.247
C 6.24512 21.21704 -17.63655 0.2852 -2.3418 -1.0833 -0.557
C 5.49188 20.57083 -18.61191 0.3824 0.0253 -0.7511 -0.339
H 3.41417 20.16673 -18.74061 0.3422 0.0685 0.0633 0.201
H 3.15699 21.18146 -16.46775 0.1496 -0.1888 0.0741 0.361
H 5.74802 21.84316 -15.65646 -0.5554 -0.1609 0.2729 0.366
H 7.32266 21.20681 -17.56442 -0.0427 0.2929 -0.3083 0.390
H 5.73405 19.96653 -19.47364 0.3930 0.5287 -0.1943 0.396
N 9.05207 31.10919 -23.11494 0.7449 1.9420 0.5115 -0.001
C 8.72404 31.91377 -22.02464 0.6162 -0.9985 -0.0163 -0.657
C 7.73318 31.24958 -21.34732 -0.1078 1.5824 0.1150 -0.196
C 7.33570 30.18523 -22.13199 0.1984 -1.9659 -0.2682 -0.482
C 8.21489 30.05576 -23.21404 -0.8160 -0.2852 1.2043 -0.549
H 9.87860 31.33041 -23.65161 -0.3926 -0.3630 -0.3273 0.225
H 9.26156 32.81497 -21.76915 0.0824 -0.1564 -0.2410 0.368
H 7.27961 31.52294 -20.40608 -0.0146 0.2201 -0.1528 0.467
H 6.58390 29.51423 -21.74347 -0.0435 -0.3169 -0.6797 0.422
H 8.38414 29.23957 -23.90077 -0.2012 0.2891 -0.1279 0.407
N 6.51664 18.02844 -27.47891 -0.4607 -2.6573 -0.1855 0.010
C 6.53585 19.32570 -27.69331 -0.2260 1.5904 -0.9082 -0.412
C 6.86830 19.88790 -26.51262 1.1200 2.7816 0.4539 -0.320
C 7.18943 18.93040 -25.53206 -1.5385 -0.6481 -1.3761 -0.435
C 6.82134 17.75159 -26.18605 1.2650 -0.7684 1.1818 -0.489
H 6.32078 17.32970 -28.18139 0.0024 0.1045 0.3115 0.197
H 6.35648 19.74891 -28.67063 -0.0828 0.0461 0.2098 0.358
H 6.99501 20.95595 -26.41468 0.0104 0.0356 0.1670 0.365
H 7.51845 19.19315 -24.53752 -0.1178 -0.5974 -0.0393 0.373
H 6.86676 16.71261 -25.89475 0.0254 0.1154 0.1898 0.353
N 3.86676 25.50080 -23.80739 1.3093 -0.5139 1.4837 0.019
C 4.92760 25.21198 -22.99139 1.4026 0.0014 1.2203 -0.436
C 4.56068 25.14636 -21.59233 -0.3352 -0.1355 -4.6558 -0.428
C 3.16559 25.31405 -21.70012 -0.8507 0.7105 0.2200 -0.303
C 2.77130 25.58285 -23.02650 -0.7188 -0.6822 1.0070 -0.632
H 3.91092 25.48206 -24.81625 -0.0911 0.1401 0.3418 0.223
H 5.87793 25.10535 -23.49330 0.1840 -0.0492 0.3280 0.387
H 5.14526 24.84868 -20.73440 0.0214 0.2166 -0.2356 0.439
H 2.58445 25.29335 -20.79004 -0.6308 0.0947 -0.3917 0.370
H 1.83578 25.64746 -23.56224 -0.2727 0.2093 0.6938 0.362
```
Positions in Å, forces in eV/Å.

For the orbital gap, the calculation gives 6.79 eV. For the total energy, the calculation gives -67235.236 eV. The molar mass is 652.28 Da. As for the highest occupied orbital energy: -7.4 eV.

***

| no. | lowest unoccupied orbital energy (eV) | maximum force (eV/Å) |
| --- | --- | --- |
| 1 | 1.5 | 1.929 |
| 2 | -0.6 | 4.670 |